1.
Computed, not measured: C45H56FN6OS6V as an isolated structure in a non-equilibrium geometry, with ωB97M-V/def2-TZVPD.

As for the energy above the lowest of the compared OMol25 structures with the same formula, charge and spin: 55.2 kcal/mol. The calculation puts the highest occupied orbital energy (spin up / spin down) at -3.50 / -3.69 eV. The value obtained for the gap between HOMO and LUMO (spin up / spin down) is 5.39 / 5.41 eV.

ORCA input file:
```
! wB97M-V def2-TZVPD RIJCOSX def2/J DEFGRID3
* xyz -1 4
V -0.054 -0.677 -0.414
C -3.970 0.486 -1.681
C -2.784 -0.062 -0.942
N -1.552 0.017 -1.412
N -1.331 0.636 -2.562
C -0.019 0.657 -2.763
O 0.731 0.144 -1.882
C 0.468 1.293 -3.993
C -0.308 2.276 -4.606
C 0.107 2.856 -5.786
C 1.297 2.462 -6.377
C 2.066 1.476 -5.780
C 1.662 0.899 -4.591
C -2.831 -0.601 0.362
C -4.005 -0.808 1.116
C -3.918 -1.350 2.377
C -2.651 -1.641 2.893
C -1.538 -1.389 2.107
N -1.591 -0.907 0.867
H -3.629 0.829 -2.655
H -4.399 1.334 -1.145
H -4.740 -0.273 -1.816
H -1.232 2.570 -4.131
H -0.502 3.619 -6.256
H 1.620 2.916 -7.305
H 2.981 1.145 -6.249
H 2.247 0.117 -4.133
H -4.960 -0.533 0.693
H -4.805 -1.541 2.964
H -2.527 -2.057 3.880
H -0.556 -1.618 2.504
C -1.059 -3.831 -0.734
C 0.180 -4.609 -0.308
C 0.195 -4.857 1.203
C 1.521 -4.066 -0.783
C 2.294 -5.017 -1.444
C 3.590 -4.775 -1.834
C 4.126 -3.531 -1.584
C 3.411 -2.536 -0.929
C 4.223 -1.265 -0.708
C 3.507 0.042 -1.021
C 4.875 -1.221 0.680
C 2.075 -2.790 -0.527
N 1.380 -1.789 0.192
C 1.776 -1.652 1.477
C 2.476 -2.663 2.190
C 2.804 -2.544 3.521
C 2.479 -1.401 4.238
C 1.855 -0.360 3.572
C 1.529 -0.491 2.243
F 0.940 0.604 1.643
H -1.939 -4.464 -0.626
H -0.970 -3.549 -1.779
H -1.201 -2.928 -0.140
H 0.085 -5.591 -0.789
H 0.159 -3.924 1.761
H 1.094 -5.401 1.490
H -0.665 -5.461 1.483
H 1.872 -5.994 -1.637
H 4.169 -5.534 -2.341
H 5.141 -3.335 -1.902
H 5.053 -1.331 -1.425
H 2.713 0.265 -0.307
H 3.065 -0.026 -2.012
H 4.222 0.867 -1.015
H 4.156 -0.983 1.458
H 5.649 -0.455 0.691
H 5.337 -2.179 0.914
H 2.763 -3.551 1.646
H 3.343 -3.343 4.012
H 2.722 -1.313 5.284
H 1.629 0.570 4.070
C -2.130 -4.502 -4.744
S -0.946 -5.513 -3.794
C 0.604 -4.804 -4.226
C 0.956 -3.494 -4.105
S -0.007 -2.190 -3.672
S 2.645 -3.167 -4.598
C 3.118 -4.801 -4.947
S 4.630 -5.227 -5.426
S 1.822 -5.939 -4.776
H -3.122 -4.813 -4.432
H -1.989 -4.686 -5.804
H -1.958 -3.457 -4.501
C -2.270 1.935 5.158
C -3.600 1.517 4.538
C -4.197 2.548 3.579
C -3.412 2.723 2.283
N -2.252 3.561 2.471
C -1.209 3.567 1.619
S -1.221 2.735 0.193
N -0.111 4.309 1.984
C -0.230 5.630 2.565
C -0.804 6.638 1.562
C -1.053 8.019 2.163
C 0.239 8.757 2.494
H -1.996 1.242 5.951
H -2.338 2.932 5.593
H -1.479 1.923 4.413
H -4.324 1.338 5.338
H -3.460 0.579 3.999
H -4.281 3.514 4.084
H -5.206 2.225 3.318
H -4.053 3.183 1.520
H -3.093 1.751 1.889
H -2.148 4.005 3.367
H 0.597 4.256 1.262
H 0.767 5.935 2.892
H -0.874 5.589 3.449
H -1.747 6.234 1.183
H -0.120 6.725 0.714
H -1.659 7.919 3.068
H -1.625 8.613 1.446
H 0.767 8.273 3.311
H 0.021 9.781 2.788
H 0.893 8.777 1.625
*
```

Here are the Mulliken charges for atoms 1 to 8, given in e: 0.865 -1.892 0.643 1.553 -1.511 0.048 0.273 -0.264

2.
Computed, not measured: C45H57N5O2PdSbSi3 as an isolated structure, with ωB97M-V/def2-TZVPD.

The calculation puts the highest occupied orbital energy (spin up / spin down) at -14.21 / -16.05 eV. The value obtained for the gap between HOMO and LUMO (spin up / spin down) is 5.39 / 5.82 eV.

ORCA input file:
```
! wB97M-V def2-TZVPD RIJCOSX def2/J DEFGRID3
* xyz 3 5
Pd -0.686 0.623 1.200
C -1.738 -1.474 5.374
O -2.794 -0.642 4.814
C -2.352 -0.227 3.640
N -1.246 -0.683 3.192
C -0.762 -1.668 4.192
C 0.694 -1.501 4.545
C 1.182 -1.892 5.755
C 2.533 -1.704 6.108
C 3.404 -1.037 5.217
C 2.977 -0.645 3.991
C 1.598 -0.935 3.506
C -3.193 0.743 2.908
C -4.482 1.065 3.300
C -5.202 1.959 2.520
C -4.615 2.496 1.382
C -3.319 2.119 1.070
N -2.620 1.270 1.824
C -2.608 2.628 -0.123
N -1.499 2.163 -0.557
C -1.202 2.911 -1.801
C -2.246 4.049 -1.788
O -3.188 3.629 -0.762
C 0.219 3.395 -1.928
C 1.125 3.332 -0.873
C 2.419 3.822 -1.023
C 2.816 4.374 -2.229
C 1.914 4.441 -3.288
C 0.626 3.955 -3.139
H -2.193 -2.391 5.736
H -1.296 -0.921 6.201
H -0.917 -2.661 3.749
H 0.519 -2.339 6.487
H 2.888 -2.028 7.075
H 4.421 -0.833 5.525
H 3.653 -0.140 3.311
H 1.147 -0.024 3.098
H -4.901 0.621 4.192
H -6.212 2.233 2.794
H -5.140 3.194 0.747
H -1.406 2.237 -2.637
H -2.792 4.159 -2.719
H -1.827 5.008 -1.483
H 0.798 2.930 0.078
H 3.112 3.789 -0.190
H 3.817 4.765 -2.346
H 2.217 4.882 -4.228
H -0.069 4.015 -3.969
C 2.918 0.289 -2.429
Sb 0.929 0.043 -1.717
C 0.979 -0.210 0.431
C 1.946 -1.070 0.983
C 1.619 -1.879 2.187
C 2.545 -2.999 2.422
C 3.730 -3.056 1.782
C 4.038 -2.000 0.877
N 3.177 -1.105 0.437
Si 0.373 2.355 2.595
C 2.201 2.335 2.222
C -0.517 3.905 2.076
C 0.042 2.087 4.406
C -0.196 -1.488 -2.799
C -1.246 -2.037 -1.869
C -2.231 -2.884 -2.394
C -3.195 -3.423 -1.570
C -3.167 -3.111 -0.216
C -2.177 -2.262 0.224
N -1.239 -1.722 -0.570
Si -1.062 -0.549 -4.279
C -1.482 -1.665 -5.711
C -2.641 0.186 -3.577
C 0.103 0.770 -4.918
Si 0.985 -2.926 -3.414
C 1.927 -3.555 -1.923
C 0.004 -4.358 -4.087
C 2.142 -2.279 -4.725
H 3.402 0.990 -1.755
H 2.876 0.696 -3.437
H 3.420 -0.674 -2.405
H 0.590 -2.239 2.079
H 2.289 -3.714 3.196
H 4.461 -3.825 1.982
H 5.045 -1.923 0.477
H 2.467 1.859 1.279
H 2.731 1.828 3.030
H 2.559 3.368 2.193
H -0.394 4.188 1.033
H -0.091 4.708 2.688
H -1.578 3.852 2.319
H 0.663 1.321 4.870
H -1.004 1.887 4.638
H 0.287 3.044 4.881
H -2.227 -3.121 -3.447
H -3.955 -4.078 -1.973
H -3.893 -3.515 0.474
H -2.116 -1.995 1.273
H -2.258 -2.397 -5.486
H -0.619 -2.187 -6.121
H -1.876 -1.028 -6.508
H -3.478 -0.493 -3.745
H -2.891 1.124 -4.078
H -2.586 0.365 -2.499
H 0.953 0.322 -5.437
H 0.492 1.458 -4.162
H -0.427 1.383 -5.650
H 1.310 -3.536 -1.019
H 2.831 -2.975 -1.747
H 2.230 -4.591 -2.091
H -0.556 -4.879 -3.310
H 0.739 -5.064 -4.485
H -0.671 -4.108 -4.904
H 2.617 -1.331 -4.477
H 1.637 -2.159 -5.684
H 2.940 -3.010 -4.881
*
```

Here are the Mulliken charges for atoms 1 to 8, given in e: 1.328 -0.821 -0.392 -0.824 0.818 -0.443 0.015 -0.663

3.
Computed, not measured: C45H58BaBrN5O3Si2 as an isolated structure in a non-equilibrium geometry, with ωB97M-V/def2-TZVPD.

The calculation puts the highest occupied orbital energy at -0.36 eV. The value obtained for the gap between HOMO and LUMO is 3.67 eV.

ORCA input file:
```
! wB97M-V def2-TZVPD RIJCOSX def2/J DEFGRID3
* xyz -2 1
Ba -0.399 0.560 0.491
C 3.423 -0.498 3.485
C 2.946 0.566 2.532
O 1.910 1.189 2.734
N 3.755 0.834 1.484
C 3.360 1.800 0.466
C 3.441 1.180 -0.897
C 4.670 0.987 -1.521
C 4.709 0.369 -2.757
C 3.519 -0.040 -3.339
C 2.341 0.183 -2.648
N 2.292 0.774 -1.457
H 2.557 -1.025 3.875
H 3.939 -0.009 4.313
H 4.099 -1.208 3.017
H 4.446 0.138 1.251
H 3.935 2.728 0.528
H 2.331 2.082 0.660
H 5.578 1.325 -1.037
H 5.655 0.202 -3.259
H 3.501 -0.531 -4.302
H 1.391 -0.143 -3.051
C -1.421 2.430 3.614
N -1.343 3.111 2.337
C -0.521 4.304 2.446
C -2.662 3.475 1.830
C -3.557 2.288 1.545
C -4.824 2.238 2.113
C -5.684 1.184 1.823
C -5.259 0.179 0.971
C -3.969 0.236 0.442
C -3.059 1.265 0.708
H -1.866 3.078 4.393
H -0.420 2.136 3.930
H -2.032 1.533 3.522
H -0.949 5.018 3.177
H -0.445 4.799 1.478
H 0.480 4.031 2.772
H -2.482 4.019 0.897
H -3.159 4.179 2.527
H -5.154 3.029 2.784
H -6.673 1.148 2.268
H -5.918 -0.652 0.740
H -3.659 -0.596 -0.194
C -0.912 3.557 -2.311
O -0.892 2.125 -2.250
C -1.644 1.446 -3.132
C -2.411 2.014 -4.140
C -3.149 1.195 -4.995
Br -4.187 2.009 -6.368
C -3.156 -0.168 -4.873
C -2.392 -0.758 -3.849
C -1.637 0.038 -2.985
O -0.900 -0.467 -1.986
C -2.388 -2.206 -3.638
N -1.736 -2.793 -2.653
C -1.985 -4.147 -2.781
C -1.543 -5.211 -1.996
C -1.951 -6.479 -2.364
C -2.777 -6.690 -3.477
C -3.226 -5.640 -4.262
C -2.814 -4.367 -3.890
N -3.058 -3.113 -4.424
H -1.912 3.911 -2.047
H -0.642 3.886 -3.318
H -0.161 3.942 -1.602
H -2.450 3.086 -4.253
H -3.754 -0.765 -5.547
H -1.002 -1.461 -1.980
H -0.909 -5.037 -1.138
H -1.627 -7.329 -1.778
H -3.073 -7.701 -3.729
H -3.869 -5.808 -5.117
H -3.623 -2.899 -5.225
C -2.489 -2.591 2.489
Si -0.731 -1.769 2.578
C -0.697 -1.407 4.488
C 0.337 -3.403 2.480
C 0.075 -4.428 3.400
C 0.734 -5.645 3.377
C 1.695 -5.874 2.402
C 1.969 -4.876 1.482
C 1.317 -3.635 1.491
Si 1.819 -2.283 0.175
C 3.761 -2.382 0.401
C 1.757 -3.350 -1.457
H -2.648 -3.363 3.250
H -2.641 -3.059 1.512
H -3.267 -1.832 2.604
H -0.784 -2.301 5.113
H -1.536 -0.753 4.733
H 0.213 -0.881 4.785
H -0.682 -4.268 4.162
H 0.498 -6.411 4.109
H 2.226 -6.821 2.362
H 2.723 -5.070 0.726
H 4.161 -3.393 0.275
H 4.046 -2.047 1.403
H 4.263 -1.738 -0.328
H 2.158 -4.362 -1.343
H 2.349 -2.851 -2.231
H 0.740 -3.437 -1.846
C 2.777 7.046 -0.561
C 2.306 5.924 0.368
C 3.492 5.507 1.263
C 1.653 4.809 -0.423
H 3.242 7.877 -0.017
H 1.941 7.427 -1.147
H 3.518 6.650 -1.262
H 1.556 6.360 1.046
H 4.311 5.133 0.639
H 3.195 4.700 1.937
H 3.883 6.334 1.871
H 1.346 4.007 0.264
H 2.368 4.388 -1.150
*
```

Here are the natural (NBO) charges for atoms 1 to 8, given in e: 1.697 -0.705 0.702 -0.671 -0.610 -0.272 0.213 -0.218

4.
Computed, not measured: C45H59MoN2O3PSbSi3 as an isolated structure in a non-equilibrium geometry, with ωB97M-V/def2-TZVPD.

The calculation puts the highest occupied orbital energy (spin up / spin down) at -10.01 / -10.01 eV. The value obtained for the gap between HOMO and LUMO (spin up / spin down) is 6.41 / 6.44 eV.

ORCA input file:
```
! wB97M-V def2-TZVPD RIJCOSX def2/J DEFGRID3
* xyz 1 1
Mo 0.337 -1.082 -0.016
C 0.701 -2.808 -4.075
O -0.707 -2.926 -3.867
C -1.047 -3.732 -2.815
C -1.482 -5.027 -3.031
C -1.811 -5.843 -1.955
C -1.680 -5.375 -0.664
C -1.231 -4.074 -0.413
C -0.999 -3.638 0.939
N -0.461 -2.505 1.270
N -0.102 -2.373 2.583
C 0.718 -1.378 2.728
O 0.979 -0.633 1.659
C 1.504 -1.302 3.959
C 2.867 -1.038 3.846
C 3.683 -1.131 4.959
C 3.138 -1.455 6.193
C 1.776 -1.703 6.309
C 0.960 -1.650 5.193
C -0.947 -3.242 -1.515
O -0.527 -1.987 -1.260
H 0.829 -2.198 -4.966
H 1.156 -3.789 -4.236
H 1.199 -2.318 -3.232
H -1.551 -5.386 -4.049
H -2.150 -6.854 -2.133
H -1.907 -6.020 0.176
H -1.212 -4.318 1.758
H 3.285 -0.805 2.877
H 4.749 -0.974 4.855
H 3.777 -1.535 7.062
H 1.352 -1.956 7.271
H -0.092 -1.894 5.261
C 3.798 3.308 -1.753
C 2.605 2.802 -2.524
C 2.236 3.512 -3.667
C 1.182 3.123 -4.475
C 0.436 2.005 -4.141
C 0.759 1.306 -2.994
C 1.838 1.675 -2.183
P 2.088 0.482 -0.815
C 2.952 1.319 0.554
C 4.203 0.839 0.947
C 4.880 1.414 2.008
C 4.296 2.455 2.713
C 3.052 2.926 2.332
C 2.363 2.380 1.252
C 1.036 2.976 0.868
C 3.323 -0.646 -1.542
C 4.346 -0.234 -2.398
C 5.201 -1.166 -2.955
C 5.032 -2.517 -2.675
C 4.015 -2.926 -1.831
C 3.145 -2.003 -1.248
C 2.036 -2.454 -0.337
H 4.516 3.762 -2.436
H 4.302 2.528 -1.196
H 3.492 4.078 -1.040
H 2.812 4.390 -3.934
H 0.945 3.692 -5.364
H -0.386 1.684 -4.768
H 0.165 0.442 -2.707
H 4.656 0.024 0.396
H 5.861 1.048 2.284
H 4.812 2.901 3.553
H 2.595 3.747 2.873
H 0.387 3.040 1.741
H 0.531 2.389 0.103
H 1.171 3.988 0.482
H 4.463 0.812 -2.646
H 5.990 -0.839 -3.620
H 5.689 -3.251 -3.123
H 3.881 -3.980 -1.618
H 2.460 -2.672 0.654
H 1.656 -3.417 -0.700
C -1.575 4.409 0.682
Si -2.530 2.948 1.426
C -4.348 3.370 1.161
C -2.127 2.688 3.255
Sb -2.036 0.583 0.376
Si -3.980 -0.755 1.627
C -5.522 0.293 1.933
C -3.404 -1.314 3.333
C -4.504 -2.183 0.504
Si -3.147 1.063 -1.930
C -5.030 1.149 -1.801
C -2.730 -0.258 -3.207
C -2.368 2.711 -2.432
H -2.294 5.171 0.375
H -0.985 4.141 -0.195
H -0.905 4.868 1.410
H -4.597 4.277 1.719
H -5.025 2.586 1.485
H -4.544 3.566 0.105
H -2.017 3.636 3.786
H -1.203 2.119 3.382
H -2.932 2.130 3.740
H -5.330 1.090 2.652
H -6.299 -0.349 2.357
H -5.923 0.735 1.021
H -3.136 -0.453 3.950
H -2.546 -1.977 3.304
H -4.217 -1.843 3.840
H -4.530 -1.878 -0.545
H -5.501 -2.537 0.776
H -3.823 -3.022 0.583
H -5.396 0.485 -1.018
H -5.479 0.833 -2.744
H -5.384 2.158 -1.583
H -3.399 -1.118 -3.127
H -1.710 -0.629 -3.133
H -2.850 0.161 -4.210
H -2.805 3.543 -1.876
H -2.497 2.918 -3.496
H -1.295 2.694 -2.227
*
```

Here are the Mulliken charges for atoms 1 to 8, given in e: -1.392 -0.845 -0.486 -0.721 -0.384 -0.857 -1.061 0.785